Here is a structure of composition C9H9ClN2 from the Open Molecules 2025 dataset. Energies are from ωB97M-V/def2-TZVPD.

Output
HOMO-LUMO gap: 9.7 eV
E: -917.8692 Eh
HOMO: -0.3246 hartree
ΔE to the lowest compared entry with this formula, charge and spin: 5.2060 eV

Cartesian coordinates (Å):
C -0.8685 -1.5169 2.9430
C -1.7774 -0.9417 1.9774
C 0.2870 -1.7336 2.2897
C 0.0188 3.5707 -1.7599
C 1.1726 -2.6909 -0.6620
C 0.6497 2.4161 -1.7802
C 0.4381 1.1512 -1.0243
C 0.7886 -1.5304 -0.2117
C 0.9456 0.0044 -1.4812
N -1.2032 -0.8209 0.7809
N 0.0756 -1.3283 1.0039
Cl 1.7668 -0.3994 -2.8748
H -1.0906 -1.6883 3.9503
H -2.8205 -0.9594 2.1561
H 1.1556 -2.1128 2.7039
H 0.5750 4.3070 -2.2733
H -0.7882 3.7890 -1.0475
H 1.0992 -3.5759 -0.1435
H 1.3885 -2.8654 -1.7174
H 1.5923 2.3084 -2.3021
H -0.1184 1.0345 -0.1718

Atomic partial charges in e from the Mulliken method, atoms 1 to 5:
1 C -0.55
2 C -0.33
3 C -0.32
4 C -0.83
5 C -0.86